Entry 1:
The following is a DFT calculation (ωB97M-V/def2-TZVPD) of a structure of composition C18H55AlO22P5 in a non-equilibrium geometry.

```
101
C18H55AlO22P5 | the Open Molecules 2025 dataset | ωB97M-V/def2-TZVPD
C 1.554 -3.169 4.644
C 1.647 -2.761 3.084
Al 1.835 -0.693 3.090
C 3.812 -0.338 3.635
O 4.327 0.807 2.884
O 3.497 1.889 3.155
H 1.477 -4.280 4.808
H 0.651 -2.608 5.041
H 2.493 -2.736 5.114
H 0.740 -3.076 2.498
H 2.608 -3.210 2.670
H 0.914 -0.130 4.295
H 1.475 -0.061 1.668
H 3.865 -0.191 4.760
H 4.473 -1.233 3.396
H 2.905 1.994 2.381
C -3.287 1.545 5.733
O -2.563 0.992 4.648
P -3.242 -0.131 3.545
O -2.229 0.281 2.487
O -4.623 0.766 3.447
C -4.595 2.066 2.879
O -3.952 -1.289 2.506
C -4.361 -0.883 1.214
H -2.648 1.568 6.616
H -3.551 2.578 5.492
H -4.190 0.980 5.960
H -3.583 2.410 2.669
H -5.069 2.763 3.575
H -5.175 2.060 1.954
H -3.555 -0.404 0.659
H -5.230 -0.224 1.271
H -4.664 -1.782 0.668
C -1.194 -1.857 -0.526
O -0.967 -3.214 -0.166
P -1.812 -4.520 -0.882
O -0.713 -5.523 -0.563
O -1.639 -3.861 -2.381
C -0.360 -3.807 -2.988
O -2.918 -5.669 -1.504
C -2.488 -6.549 -2.524
H -1.209 -1.243 0.375
H -0.362 -1.510 -1.144
H -2.133 -1.727 -1.064
H 0.441 -4.107 -2.310
H -0.173 -2.783 -3.322
H -0.354 -4.457 -3.865
H -1.588 -7.091 -2.241
H -2.333 -6.012 -3.461
H -3.291 -7.275 -2.686
C 1.755 3.953 -2.790
O 0.897 2.857 -2.519
P 0.208 2.573 -0.972
O -0.955 1.777 -1.546
O -0.162 4.171 -0.804
C -1.167 4.756 -1.612
O -0.179 2.294 0.670
C -1.478 2.578 1.135
H 2.584 3.614 -3.412
H 1.201 4.703 -3.361
H 2.151 4.404 -1.882
H -1.524 4.081 -2.392
H -0.763 5.657 -2.082
H -2.004 5.050 -0.976
H -2.242 2.074 0.546
H -1.658 3.658 1.154
H -1.543 2.213 2.161
C 1.080 -6.426 -8.157
O 0.160 -6.299 -7.085
P -1.104 -5.141 -7.069
O -1.896 -6.011 -6.104
O -1.475 -5.475 -8.638
C -1.984 -6.751 -8.992
O -2.286 -3.906 -7.044
C -3.632 -4.242 -7.310
H 2.082 -6.575 -7.755
H 0.823 -7.315 -8.740
H 1.082 -5.551 -8.807
H -1.957 -7.459 -8.162
H -1.390 -7.151 -9.818
H -3.013 -6.637 -9.337
H -3.988 -5.039 -6.660
H -3.763 -4.515 -8.359
H -4.233 -3.348 -7.120
C 6.153 8.733 5.514
O 5.845 8.452 4.159
P 5.651 6.855 3.557
O 4.783 7.313 2.394
O 4.761 6.427 4.874
C 3.463 6.966 5.062
O 5.747 5.216 3.073
C 4.544 4.507 2.809
H 6.900 9.526 5.556
H 5.252 9.102 6.011
H 6.530 7.859 6.043
H 3.225 7.749 4.340
H 3.397 7.382 6.071
H 2.731 6.161 4.977
H 3.919 5.021 2.080
H 3.990 4.329 3.730
H 4.821 3.535 2.398
```

Its net charge is -1. The calculation puts the HOMO energy at -4.02 eV. As for the molar mass: 805.5 g mol⁻¹. The LUMO energy comes out at -1.43 eV.



Entry 2:
The following is a DFT calculation (ωB97M-V/def2-TZVPD) of a cluster of 9 separate species, C18H55BF4N11O8 in total in a non-equilibrium geometry.

```
97
C18H55BF4N11O8 | the Open Molecules 2025 dataset | ωB97M-V/def2-TZVPD
B -0.522 0.398 0.375
F -0.446 0.151 -1.001
F 0.192 1.524 0.787
F -1.880 0.560 0.791
F -0.012 -0.752 1.014
C 4.033 4.234 -0.766
C 4.451 2.987 -0.015
C 3.386 1.905 -0.058
O 3.950 0.690 0.397
C 3.064 -0.428 0.257
N 5.722 2.529 -0.645
H 3.866 3.921 -1.801
H 4.819 4.987 -0.734
H 3.139 4.761 -0.426
H 4.672 3.148 1.044
H 2.986 1.767 -1.075
H 2.577 2.182 0.627
H 3.664 -1.334 0.158
H 2.552 -0.317 -0.701
H 2.498 -0.481 1.184
H 5.932 1.646 -0.175
H 5.460 2.178 -1.570
C -0.222 1.276 -4.118
C -0.076 2.757 -4.457
C 0.612 3.502 -3.342
O 0.648 4.871 -3.687
C 1.206 5.707 -2.704
N 0.704 2.936 -5.709
H -0.780 1.140 -3.188
H 0.774 0.848 -3.967
H -0.783 0.714 -4.866
H -1.075 3.149 -4.662
H 1.644 3.137 -3.233
H 0.046 3.396 -2.408
H 0.923 5.377 -1.700
H 0.891 6.735 -2.880
H 2.298 5.736 -2.827
H 0.407 2.204 -6.358
H 1.645 2.571 -5.531
C -3.862 -2.567 0.976
C -3.137 -3.787 1.498
C -1.820 -3.979 0.733
O -1.000 -5.000 1.313
C -1.529 -6.313 1.289
N -2.863 -3.583 2.930
H -4.845 -2.447 1.438
H -4.032 -2.541 -0.100
H -3.321 -1.671 1.298
H -3.740 -4.696 1.405
H -1.252 -3.058 0.876
H -1.925 -4.205 -0.333
H -0.690 -6.976 1.487
H -1.933 -6.589 0.307
H -2.337 -6.400 2.019
H -2.089 -4.164 3.232
H -2.553 -2.621 3.049
C 1.449 -3.313 2.952
C 2.441 -4.079 2.072
O 1.768 -4.917 1.140
H 0.850 -4.047 3.499
H 0.755 -2.719 2.359
H 2.029 -2.750 3.683
H 3.104 -4.631 2.749
H 3.082 -3.408 1.495
H 0.841 -4.982 1.420
C 0.776 1.738 4.099
O 1.077 2.014 5.252
N -0.493 1.811 3.574
N 1.661 1.321 3.138
H -1.213 2.300 4.071
H -0.576 1.676 2.575
H 2.627 1.170 3.356
H 1.278 0.954 2.284
C -4.321 -0.026 2.942
O -5.184 0.006 3.805
N -4.543 0.416 1.661
N -3.022 -0.395 3.177
H -3.834 0.475 0.957
H -5.462 0.799 1.534
H -2.376 -0.249 2.421
H -2.758 -0.421 4.144
C 1.352 -2.881 -2.115
O 2.072 -3.719 -2.633
N 0.913 -1.758 -2.794
N 0.948 -2.851 -0.813
H 0.553 -1.044 -2.184
H 1.177 -1.593 -3.743
H 1.220 -3.538 -0.123
H 0.523 -1.995 -0.502
C -3.948 2.669 -1.637
O -4.596 3.415 -2.345
N -3.668 2.898 -0.319
N -3.434 1.475 -2.119
H -3.789 3.822 0.051
H -3.054 2.273 0.176
H -3.546 1.361 -3.108
H -2.713 1.006 -1.595
```

Its net charge is -1. The calculation puts the HOMO energy at -7.26 eV. As for the molar mass: 640.5 g mol⁻¹. The LUMO energy comes out at 2.36 eV.



Entry 3:
The following is a DFT calculation (ωB97M-V/def2-TZVPD) of a cluster of 10 separate species, C18H56N10O10 in total in a non-equilibrium geometry.

```
94
C18H56N10O10 | the Open Molecules 2025 dataset | ωB97M-V/def2-TZVPD
N 7.485 0.690 -3.757
C 6.968 1.876 -3.713
N 7.626 2.602 -4.625
O 5.900 2.152 -3.201
H 7.101 0.044 -3.083
H 8.402 0.559 -4.159
H 8.391 2.232 -5.170
H 7.244 3.494 -4.905
N 4.323 4.997 0.638
C 4.072 4.581 1.800
N 4.431 3.363 1.878
O 3.648 5.291 2.632
H 3.991 5.866 0.245
H 4.537 4.273 -0.033
H 4.873 2.837 1.137
H 4.341 2.912 2.777
N -1.390 6.152 1.299
C -2.540 5.808 0.831
N -2.630 4.549 0.664
O -3.522 6.568 0.647
H -0.501 5.674 1.347
H -1.248 7.133 1.494
H -3.527 4.086 0.690
H -1.879 3.885 0.787
N 0.554 -0.437 -0.753
C -0.574 -0.387 -1.422
N -1.589 -0.453 -0.708
O -0.684 -0.321 -2.610
H 0.523 -0.321 0.249
H 1.320 -0.115 -1.328
H -1.657 -0.254 0.280
H -2.318 -1.058 -1.059
N 0.038 1.874 5.871
C 0.505 0.719 5.658
N 1.266 0.396 6.624
O 0.258 0.085 4.712
H -0.464 2.345 5.132
H 0.660 2.262 6.566
H 1.590 -0.561 6.657
H 1.239 1.045 7.397
C 8.072 -1.069 4.576
C 7.531 -2.382 4.074
C 6.791 -2.273 2.740
O 8.630 -3.273 3.891
H 7.362 -0.560 5.228
H 8.421 -0.371 3.816
H 9.030 -1.168 5.087
H 6.960 -2.957 4.803
H 5.849 -1.752 2.910
H 6.603 -3.306 2.446
H 7.290 -1.795 1.898
H 9.296 -2.849 3.345
C -2.025 6.162 -6.179
C -2.021 5.025 -5.241
C -3.400 4.540 -4.806
O -1.400 3.936 -5.906
H -2.428 6.023 -7.182
H -1.021 6.575 -6.271
H -2.516 7.047 -5.773
H -1.386 5.203 -4.373
H -3.828 5.449 -4.383
H -3.343 3.874 -3.945
H -4.147 4.197 -5.522
H -1.438 3.221 -5.267
C -9.043 -2.172 4.661
C -7.847 -1.438 5.253
C -6.444 -1.947 4.983
O -7.888 -0.061 4.908
H -9.143 -2.042 3.584
H -10.034 -1.917 5.036
H -9.102 -3.232 4.911
H -8.068 -1.617 6.305
H -6.445 -3.006 5.241
H -5.797 -1.465 5.717
H -6.052 -1.894 3.968
H -7.375 0.419 5.561
C -0.460 -5.719 -5.963
C -1.291 -6.982 -5.660
C -0.583 -8.066 -4.839
O -2.526 -6.639 -5.112
H -0.341 -5.135 -5.050
H -0.792 -5.134 -6.821
H 0.534 -6.087 -6.217
H -1.722 -7.467 -6.536
H -1.271 -8.905 -4.738
H -0.229 -7.622 -3.908
H 0.310 -8.536 -5.253
H -3.089 -6.357 -5.837
C -6.133 -5.077 -0.062
O -4.848 -4.985 -0.653
H -6.312 -4.064 0.299
H -6.946 -5.376 -0.723
H -6.168 -5.774 0.775
H -4.541 -5.642 -1.282
```

The calculation puts the HOMO energy at -9.49 eV. For the energy above the lowest of the compared OMol25 structures with the same formula, charge and spin, the calculation gives 7.112 eV. As for the molar mass: 572.7 g mol⁻¹. The LUMO energy comes out at -0.17 eV. As for the SMILES: NC(N)=O.NC(N)=O.NC(N)=O.NC(N)=O.NC(N)=O.CC(C)O.CC(C)O.CC(C)O.CC(C)O.CO.